# C25H31AsMoN2

A structure of composition C25H31AsMoN2 (ωB97M-V with the def2-TZVPD basis set, OMol25).

## Properties
LUMO level: 0.0103 hartree

ORCA input file:
```
! RIJCOSX wB97M-V def2-TZVPD def2/J DEFGRID3
* xyz 0 1
C 1.23196 2.90426 3.87760
C 2.06568 -2.67311 -0.53548
H 3.23016 -4.53215 -0.19872
C 0.96951 0.69299 -1.21336
H 0.46424 -2.35808 3.48091
H -3.52679 -0.26976 0.25995
H 0.43855 1.87547 2.17466
C 1.71577 2.46246 -2.80324
H -1.91165 2.07032 -0.93771
H 3.43694 -0.18452 -1.60187
H 2.22910 -2.41398 -1.57112
C 0.72256 1.95354 6.02006
H -1.99507 1.50701 -3.34939
C 1.26358 -2.51237 1.47467
H -1.48739 -1.49202 -3.82270
H -4.69224 -2.11771 -1.29126
H -3.07527 -0.76294 -3.57618
C 3.23382 0.70966 -2.17857
H -1.90570 -3.40107 -1.64094
C -4.01186 -2.84967 -1.73047
H -3.94254 0.58472 -1.22537
H -4.40778 -3.84285 -1.51242
C -0.90686 -0.19942 3.34556
C 2.57154 -3.76803 0.18219
As -1.79848 -0.93278 -1.42341
C 2.68754 3.00745 -3.62715
H 5.17766 0.78819 -3.06757
C -2.59984 -2.69647 -1.17903
N 1.28250 -1.91250 0.23699
C -1.45874 0.67331 -3.80739
H 1.90614 3.72137 5.74676
H -4.03329 -2.71904 -2.81238
C 2.05896 -3.66635 1.47325
H -1.43337 1.26452 0.55810
H 2.22757 -4.33078 2.30624
C -3.10996 0.27676 -0.58992
H 4.69488 2.83711 -4.37359
H -2.91913 2.15881 0.50143
H -1.55279 0.77419 -4.88989
C 4.20478 1.25900 -2.99881
C 0.48596 -1.90681 2.48662
Mo 0.05630 -0.15640 0.03152
C 3.93604 2.40922 -3.73135
C 0.00276 0.94303 5.39470
N -0.18806 -0.82394 2.24017
C -2.30474 1.49053 -0.10580
H -2.56666 -2.88519 -0.10417
C -0.11365 0.90583 4.01096
C 1.96572 1.29945 -2.06841
H -0.47103 0.17258 5.99281
H 1.71537 3.66472 3.27752
H -1.16766 -0.94505 4.10393
C 0.50929 1.89757 3.25752
H 2.47365 3.90788 -4.18973
H 0.74511 2.93644 -2.71487
C -2.01487 -0.66624 -3.34127
H -1.84678 0.20707 2.96186
C 1.33949 2.93678 5.26256
H 0.80538 1.96612 7.09932
H -0.40635 0.76088 -3.54434
*
```

***

# C32H22F3GeN2O3S3Tc

A structure of composition C32H22F3GeN2O3S3Tc (ωB97M-V with the def2-TZVPD basis set, OMol25).

## Properties
LUMO level: -0.0747 hartree

ORCA input file:
```
! RIJCOSX wB97M-V def2-TZVPD def2/J DEFGRID3
* xyz 0 1
C 0.63044 -2.45015 -1.73554
H -1.31271 2.33288 -4.66076
C -1.46843 -2.82506 1.04843
C 0.55320 3.90042 1.36741
C 1.32794 -4.03967 3.38280
Tc 0.74249 -0.80559 0.62127
H 2.00392 -4.32958 0.57244
C -0.74205 -5.04440 1.85795
C -4.36289 3.52130 1.27983
C 0.78766 2.17593 -4.25235
H -6.08452 2.24327 1.27691
C -5.01957 2.31243 1.09325
H -4.81699 0.24220 0.54731
C 0.51144 3.78453 2.75743
N 1.14257 -2.84669 -0.56098
H 1.13822 4.60550 4.63527
H -2.41535 0.38220 0.13784
H -1.93015 2.67895 -2.30058
S 0.84404 -1.42942 2.83447
C -0.88627 2.56684 -2.57322
F 0.06167 -3.87660 -5.05402
C -2.94888 1.27687 0.44396
N 2.56751 -0.46431 0.19023
C 1.93345 5.86540 1.59396
C 0.58424 -3.33078 -2.82461
S 3.98508 -0.30567 -0.21784
H -4.91283 4.39424 1.60822
H 1.05340 1.99322 -5.28585
H 2.81303 2.03504 -3.54875
H 1.75470 -6.07249 3.89324
Ge -0.38851 2.61034 0.27936
C 1.61933 -4.08242 -0.41061
C -4.31370 1.19123 0.68079
F -1.28135 -2.52516 -4.02675
C 0.00578 -2.88876 -4.14020
C 1.88487 5.74332 2.97419
O -1.12465 -1.59093 0.78519
C 0.10005 2.59266 -1.59017
C 1.08226 -4.60802 -2.66391
S 0.08512 -0.79678 -1.71596
C 1.77846 2.20390 -3.27937
H -0.10870 -6.98132 2.52168
H 2.40385 6.45921 3.59881
H 1.32219 5.03922 -0.28765
C 1.11215 -5.40696 3.33060
H 2.13109 -3.63587 3.98698
O -2.51088 -3.30472 0.65923
C 1.61407 -4.99945 -1.44065
C 0.51962 -3.16559 2.65804
C -2.28433 2.49065 0.62511
C 0.30864 0.80095 0.76606
C -0.52840 -3.66985 1.88395
H 2.49020 6.67478 1.13919
H -1.56922 -5.40413 1.26021
H 2.21368 2.41847 -1.19692
H 1.05389 -5.29872 -3.49553
C -0.54057 2.36528 -3.90246
H 2.00558 -5.99489 -1.29217
O 4.28855 -0.17762 -1.62817
H -2.48749 4.55331 1.21303
C 1.27087 4.94515 0.79194
H -0.04437 2.97649 3.22198
C 1.43516 2.41679 -1.95422
C -2.99763 3.60948 1.05037
C 1.17483 4.70202 3.55745
F 0.67431 -1.83803 -4.65089
C 0.07088 -5.91484 2.56379
*
```

***

# C4H11N2O

A cluster of 2 separate species, C4H11N2O in total at a distorted geometry (ωB97M-V with the def2-TZVPD basis set, OMol25).

## Properties
LUMO level: -0.1203 hartree

ORCA input file:
```
! RIJCOSX wB97M-V def2-TZVPD def2/J DEFGRID3
* xyz 1 1
C 2.03491 -1.75330 1.36528
C -2.70421 0.62304 1.04443
H 0.21159 0.77893 -2.89946
H 2.44152 0.24589 1.64614
N 2.07623 -0.51142 1.11628
C -0.95841 0.66251 -0.43755
H -3.25946 -0.21869 1.04658
H -3.25090 1.15840 0.15662
N 0.18249 0.15474 -0.78953
H 1.33960 -0.57077 -2.52423
H 1.47158 1.14433 -2.09317
H -2.69565 1.07578 1.92952
H 2.63584 -2.15403 2.17848
C 0.79640 0.39006 -2.09958
O -1.33053 0.38963 0.76321
H -1.57285 1.18388 -1.06161
H 0.81335 -0.14738 0.16671
H 1.76848 -2.45160 0.49188
*
```

***

One value per record, in order, for frontier orbital gap: 6.57; 6.42; 10.99 eV.